# 1
This record from OMol25 describes a structure of composition C47H56CaN8O3S2. The level of theory is the ωB97M-V functional and the def2-TZVPD basis.

Geometry as XYZ:
```
117
Properties=species:S:1:pos:R:3:forces:R:3:mulliken_charge:R:1
Ca -0.58206 -2.39217 1.36798 0.11 0.64 0.05 2.305
N -1.10526 -1.61466 -0.99352 -0.03 -0.26 -0.13 0.768
C -0.76788 -2.60874 -2.04801 -0.04 -0.10 0.02 -0.859
C -0.41814 -3.97987 -1.48277 -0.02 -0.01 -0.05 -1.224
N 0.51196 -3.94759 -0.34006 0.01 -0.06 0.03 1.152
C 1.82344 -3.38302 -0.70719 -0.10 -0.05 -0.02 0.086
C 2.63391 -2.94524 0.50147 0.02 -0.01 0.03 -0.298
N 1.89606 -1.94150 1.29278 -0.10 -0.16 -0.01 -0.105
C 0.65139 -5.31177 0.21069 0.01 0.02 -0.01 -1.093
C -0.33666 -5.60367 1.32687 0.03 -0.03 -0.01 -0.729
N -0.13697 -4.65339 2.43965 -0.02 0.02 -0.09 -0.528
H -2.03621 -1.24393 -1.15784 0.04 -0.04 0.05 -0.064
H -0.50966 -0.79948 -1.12655 -0.05 -0.14 0.08 -0.475
H 0.04472 -2.22171 -2.66048 -0.09 -0.08 0.05 0.200
H -1.60927 -2.73983 -2.73002 -0.05 -0.01 0.00 0.618
H -0.00615 -4.58620 -2.30168 -0.01 -0.04 0.02 0.439
H -1.32488 -4.48770 -1.14142 -0.01 0.00 0.02 0.675
H 1.65947 -2.51743 -1.35198 -0.08 -0.22 0.11 -0.687
H 2.41047 -4.09793 -1.29894 -0.01 0.00 -0.03 0.351
H 3.59913 -2.57005 0.14994 -0.13 -0.10 0.11 -0.281
H 2.84359 -3.79539 1.15233 -0.02 -0.02 0.02 0.843
H 1.95700 -1.03032 0.84253 -0.03 -0.12 0.05 -0.222
H 2.33943 -1.81959 2.19730 0.01 0.02 -0.01 0.226
H 1.66227 -5.43390 0.60336 0.00 0.02 0.02 0.413
H 0.54077 -6.05901 -0.58288 0.01 0.00 0.00 0.370
H -0.21215 -6.64413 1.63785 -0.02 0.00 0.01 0.535
H -1.36575 -5.49787 0.97298 0.01 0.02 -0.01 0.211
H 0.78023 -4.80230 2.85009 0.00 0.00 0.01 0.209
H -0.81345 -4.83212 3.17745 -0.01 0.02 -0.01 0.238
C -0.82634 6.97769 2.91843 0.00 0.00 0.00 -1.547
C -0.55659 5.61829 2.33998 -0.02 -0.02 0.01 0.870
C -1.40178 4.54164 2.62147 -0.02 0.02 0.03 -1.085
C -1.15260 3.28225 2.10696 -0.05 0.00 0.02 -0.463
C -0.04313 3.09304 1.29683 -0.03 -0.05 0.04 -0.321
C 0.81895 4.14059 1.01062 0.05 -0.02 -0.02 -0.062
C 0.55278 5.39856 1.52941 0.00 0.00 -0.01 -0.980
S 0.30259 1.52786 0.53205 0.12 -0.01 0.03 1.133
O -0.10463 0.40836 1.46065 -0.17 -0.02 -0.02 -0.235
C -0.94707 1.53536 -0.74660 -0.07 0.02 0.17 2.088
C -2.25881 1.12046 -0.42448 -0.05 0.12 0.02 -1.072
C -3.18891 1.02775 -1.41519 0.01 0.04 0.00 -0.865
C -2.84236 1.29949 -2.76714 0.01 0.00 0.03 0.817
C -3.78939 1.16947 -3.80938 0.00 0.00 0.01 -1.298
C -3.43590 1.42688 -5.10295 0.00 -0.01 0.00 -0.728
C -2.11893 1.82375 -5.41547 0.00 0.00 0.00 -0.943
C -1.18375 1.96563 -4.43047 -0.01 0.00 0.00 -1.015
C -1.52234 1.70949 -3.07979 -0.01 0.01 0.02 0.994
C -0.57154 1.85017 -2.02151 -0.06 0.15 -0.06 -0.457
C 0.77652 2.42206 -2.30996 -0.05 0.00 -0.17 -0.235
C 0.89605 3.83296 -2.48883 0.02 -0.01 -0.05 1.201
C -0.19835 4.71641 -2.30131 0.00 -0.02 0.00 -0.943
C -0.03530 6.06273 -2.45387 0.00 0.00 -0.01 -0.924
C 1.22258 6.59798 -2.80763 0.01 0.00 0.00 -0.737
C 2.29139 5.77181 -3.00021 0.01 -0.01 0.00 -1.083
C 2.15693 4.37055 -2.84572 0.01 -0.02 0.00 1.001
C 3.25794 3.49841 -3.04610 -0.02 0.00 0.01 -1.380
C 3.13221 2.15652 -2.85146 0.00 -0.02 0.03 -0.790
C 1.88317 1.62528 -2.45963 0.13 -0.08 0.00 0.026
S 1.64790 -0.11384 -2.09662 0.17 0.31 -0.02 1.895
O 1.40354 -0.87931 -3.34874 0.24 0.12 -0.16 -0.958
C 3.28134 -0.54275 -1.51370 0.10 0.23 -0.12 -0.054
C 4.00500 -1.48707 -2.21710 0.13 0.08 -0.06 -0.683
C 5.25031 -1.87765 -1.73711 -0.01 0.00 -0.08 -0.851
C 5.76958 -1.34608 -0.56160 0.05 0.04 0.01 0.726
C 7.10874 -1.78236 -0.03774 0.01 0.01 0.00 -1.546
C 5.01277 -0.39597 0.13137 0.03 0.03 -0.01 -0.829
C 3.77490 0.00766 -0.33490 0.07 0.13 -0.14 -0.524
H -1.87822 7.10084 3.17139 0.00 0.00 0.00 0.386
H -0.54497 7.76545 2.22100 0.00 0.00 0.00 0.396
H -0.24484 7.12597 3.83049 0.00 0.00 0.00 0.308
H -2.27407 4.70888 3.24316 0.01 -0.02 0.00 0.443
H -1.80941 2.44814 2.32088 -0.03 -0.01 0.03 0.398
H 1.68340 3.98017 0.37624 0.01 0.00 0.01 0.526
H 1.21805 6.22154 1.29920 0.00 0.00 0.00 0.457
H -2.49754 0.87394 0.60275 0.00 0.01 0.01 0.081
H -4.20893 0.73916 -1.18814 0.00 0.00 0.00 0.501
H -4.79975 0.86581 -3.56414 0.00 0.00 0.00 0.496
H -4.16569 1.32746 -5.89515 0.00 0.00 0.00 0.432
H -1.85074 2.01769 -6.44516 0.00 0.00 0.00 0.471
H -0.17510 2.26712 -4.67929 0.01 0.00 0.01 0.584
H -1.16829 4.31873 -2.03121 0.00 -0.01 0.01 0.484
H -0.87637 6.72779 -2.30854 0.00 0.00 0.00 0.487
H 1.33336 7.66687 -2.93223 0.00 0.00 0.00 0.451
H 3.25725 6.17438 -3.27856 0.00 0.00 0.00 0.480
H 4.20800 3.91823 -3.35226 0.00 0.00 0.00 0.461
H 3.97739 1.49751 -2.99401 0.02 -0.02 0.01 0.670
H 3.59745 -1.89144 -3.13525 0.00 -0.01 -0.01 0.593
H 5.83078 -2.60191 -2.29527 0.00 -0.01 0.00 0.434
H 7.70804 -2.24404 -0.82021 0.00 0.00 0.00 0.399
H 6.99068 -2.51272 0.76525 0.00 0.00 0.00 0.288
H 7.66580 -0.93847 0.36803 0.00 0.00 0.00 0.370
H 5.41339 0.04344 1.03735 0.00 0.00 0.00 0.490
H 3.20899 0.76919 0.19271 0.02 0.01 -0.01 0.471
C -1.44492 1.42049 5.68195 0.03 -0.02 0.02 -1.022
N -0.89615 0.33449 4.88986 0.03 0.00 -0.04 -0.107
C -1.56300 -0.37338 3.97181 0.05 0.08 -0.03 0.410
N -2.84770 -0.03504 3.71699 0.02 0.01 -0.03 -0.166
O -1.02360 -1.33316 3.37719 -0.15 -0.24 0.19 -1.060
H -0.66687 1.79408 6.34076 0.00 -0.01 0.00 0.340
H -2.27218 1.07571 6.30490 0.00 0.01 -0.01 0.367
H -1.77338 2.24954 5.05512 -0.02 0.04 -0.06 0.247
H 0.07255 0.08366 4.98869 -0.01 0.00 0.02 0.281
H -3.33115 0.68480 4.22360 0.00 -0.02 0.01 0.213
H -3.36380 -0.60342 3.06801 0.00 0.00 0.02 0.137
N -2.79750 -3.69920 3.80208 -0.01 0.01 0.03 -0.214
C -3.49846 -3.85674 2.62896 -0.04 0.01 -0.03 0.329
C -4.63993 -4.67261 2.59032 0.00 0.00 -0.01 -1.029
C -5.29367 -4.84829 1.39676 -0.01 -0.01 0.01 -0.422
C -4.81275 -4.21097 0.25083 0.00 0.00 0.00 -1.085
C -3.68953 -3.43467 0.37715 0.00 0.02 0.00 -0.525
N -3.01958 -3.24789 1.53366 0.05 -0.07 0.06 0.342
H -3.28271 -3.94218 4.65047 0.00 -0.02 -0.01 0.266
H -2.20423 -2.88020 3.86725 0.02 -0.02 -0.02 0.092
H -4.98762 -5.15092 3.49614 0.00 0.00 0.00 0.434
H -6.17565 -5.47305 1.34865 0.00 0.00 0.00 0.439
H -5.30197 -4.31897 -0.70574 0.00 0.00 0.00 0.510
H -3.28160 -2.92538 -0.48691 0.01 0.00 0.00 0.448
```
Positions in Å, forces in eV/Å.

Results
Charge   +2

=====

# 2
This record from OMol25 describes a structure of composition C47H57IrN3O3S4Si. The level of theory is the ωB97M-V functional and the def2-TZVPD basis.

Geometry as XYZ:
```
116
Properties=species:S:1:pos:R:3:forces:R:3:mulliken_spin:R:1
Ir 0.41702 1.24386 -0.44701 0.56 0.13 -0.54 2.387
S 0.78586 4.28113 4.74981 0.02 -0.01 0.02 0.001
C 0.55786 5.18633 6.17787 -0.01 0.01 0.01 0.000
C -0.75704 5.45173 6.40587 0.01 -0.01 -0.01 0.000
C -1.59745 4.90971 5.40162 0.03 0.00 -0.01 0.000
C -0.90681 4.24163 4.42811 -0.05 0.00 -0.01 0.000
C -1.44662 3.55618 3.24999 0.00 0.01 -0.02 0.001
C -0.57942 3.04796 2.26197 0.01 0.03 -0.03 -0.026
N -0.98655 2.39664 1.19592 -0.08 0.08 -0.07 0.099
C -2.31067 2.23557 0.99554 0.01 -0.04 0.02 -0.005
C -3.26212 2.71216 1.90585 0.02 -0.02 0.05 -0.002
C -4.65697 2.48691 1.65101 0.00 -0.03 -0.03 0.001
C -5.05649 1.83258 0.54122 0.03 0.01 0.02 -0.001
C -4.10126 1.35345 -0.41893 -0.07 -0.03 -0.03 0.004
C -4.48288 0.70801 -1.60607 0.04 0.05 0.01 0.001
C -3.52613 0.28206 -2.49835 0.04 -0.02 0.00 -0.004
C -2.17544 0.50021 -2.15193 0.02 -0.09 0.00 -0.028
N -1.79517 1.13198 -1.06409 -0.19 -0.03 0.22 0.101
C -2.73872 1.55146 -0.18985 0.05 0.07 -0.01 0.002
C -3.83735 -0.37086 -3.77214 0.05 0.05 -0.01 -0.002
C -2.98430 -0.62663 -4.81209 -0.05 0.00 0.03 -0.001
C -3.61991 -1.28162 -5.89724 0.00 0.00 0.01 0.000
C -4.94132 -1.50721 -5.66421 -0.01 0.00 -0.01 0.000
S -5.42505 -0.92457 -4.13499 0.00 -0.06 0.02 0.000
C -2.79855 3.37076 3.05294 0.02 -0.04 0.00 0.005
H 1.40746 5.47570 6.77398 0.01 0.01 0.01 0.000
H -1.11464 6.01458 7.25450 0.00 0.00 0.01 0.000
H -2.67154 5.02406 5.40452 -0.01 0.00 -0.01 0.000
H 0.49094 3.18237 2.35163 0.02 -0.02 0.02 0.010
H -5.37868 2.84890 2.37198 -0.01 0.01 -0.01 0.000
H -6.10782 1.66206 0.34811 -0.01 0.00 0.00 0.000
H -5.53804 0.57087 -1.81254 -0.01 -0.01 -0.01 0.000
H -1.37804 0.14808 -2.78923 0.00 0.00 -0.02 0.009
H -1.94070 -0.34711 -4.81612 0.01 0.01 0.01 0.001
H -3.11735 -1.56779 -6.80865 0.00 0.00 -0.01 0.000
H -5.65984 -1.98277 -6.31126 0.00 0.00 -0.01 0.000
H -3.51909 3.72081 3.78144 0.01 0.01 0.00 0.000
S 0.56525 1.91792 -2.90915 -0.25 -0.02 0.18 0.353
C 1.96324 1.34710 -3.81583 0.05 0.02 0.04 -0.025
C 2.44660 0.03898 -3.71286 -0.02 0.03 -0.03 0.032
C 3.54390 -0.36786 -4.45602 0.00 0.02 -0.03 -0.013
C 4.18238 0.51274 -5.32227 0.00 -0.05 0.01 0.024
C 3.69552 1.80572 -5.45489 0.01 0.04 -0.01 -0.010
C 2.59595 2.22174 -4.71318 -0.03 0.00 0.02 0.014
H 1.95543 -0.65272 -3.04123 -0.02 -0.02 0.00 0.018
H 3.90142 -1.38533 -4.36062 0.00 -0.01 0.00 0.000
H 5.03328 0.18694 -5.90491 0.01 0.00 0.00 0.002
H 4.16267 2.49385 -6.14849 0.00 0.00 0.00 0.000
H 2.20181 3.22504 -4.83400 0.00 -0.01 -0.01 -0.006
C -1.31472 -5.12457 -1.67828 0.00 -0.01 0.00 -0.002
C -2.17751 -3.96931 -1.19232 0.01 -0.02 0.05 0.011
C -2.91399 -4.34587 0.08546 0.00 -0.02 0.01 0.000
C -3.15563 -3.52526 -2.26612 0.03 -0.02 -0.01 -0.001
O -1.30914 -2.83908 -0.95740 -0.04 0.05 -0.08 0.070
Si -0.48044 -2.38405 0.35767 -0.02 0.08 -0.22 -0.021
S 0.91425 -0.97548 -0.50709 0.06 -0.20 0.13 0.644
O -1.49335 -1.70143 1.41742 -0.14 0.11 -0.05 0.020
C -1.64895 -1.66433 2.84783 0.09 -0.09 0.03 0.002
C -0.53009 -0.81720 3.43684 -0.01 -0.01 0.00 0.010
C -3.00710 -1.02733 3.09330 0.01 -0.04 0.03 0.001
C -1.62062 -3.07348 3.42433 0.01 -0.02 0.05 0.001
O 0.32481 -3.59220 1.06059 0.13 -0.08 0.14 -0.003
C 1.66119 -4.12334 1.16772 -0.01 0.04 -0.10 0.022
C 2.51698 -3.14877 1.96709 -0.01 -0.01 -0.01 -0.001
C 2.23412 -4.34809 -0.22567 0.00 -0.05 0.02 0.005
C 1.51653 -5.44505 1.90610 -0.01 0.01 -0.01 -0.001
H -1.93504 -5.98684 -1.92620 -0.01 0.00 0.00 0.000
H -0.60787 -5.42074 -0.90163 -0.04 0.00 -0.01 0.001
H -0.75628 -4.82929 -2.56733 0.00 0.00 0.00 0.000
H -3.61193 -5.16055 -0.11158 0.00 0.00 0.00 0.000
H -3.47281 -3.49151 0.46985 -0.01 0.01 0.00 0.000
H -2.21134 -4.68082 0.85146 0.00 0.00 0.00 0.000
H -3.80951 -4.34923 -2.55529 0.00 0.00 0.01 0.000
H -2.61515 -3.18156 -3.14856 -0.01 0.01 -0.02 0.000
H -3.77181 -2.70584 -1.89558 -0.02 0.03 0.01 0.000
H -0.55822 0.18577 3.01012 0.00 0.07 -0.03 -0.001
H 0.44084 -1.26640 3.21700 0.01 0.00 -0.01 0.000
H -0.63349 -0.73829 4.52037 -0.01 0.00 -0.01 0.000
H -3.04010 -0.03586 2.64799 -0.02 0.14 -0.05 0.001
H -3.20182 -0.93862 4.16351 0.01 0.00 -0.01 0.000
H -3.79459 -1.63450 2.64493 0.01 0.00 0.00 0.000
H -0.66755 -3.55932 3.22365 -0.03 0.01 0.03 0.001
H -2.41694 -3.67904 2.99096 -0.01 0.00 0.00 0.000
H -1.77241 -3.03184 4.50398 -0.02 0.01 0.00 0.000
H 2.56342 -2.17704 1.47178 0.01 -0.01 0.00 0.005
H 3.53280 -3.53394 2.06684 0.00 -0.01 0.00 0.000
H 2.10317 -3.01578 2.96804 -0.01 0.00 0.01 0.000
H 2.35022 -3.40448 -0.75799 0.00 0.03 -0.02 0.007
H 1.57649 -4.99667 -0.80604 0.04 0.01 0.02 0.002
H 3.21254 -4.82563 -0.15452 0.00 0.01 0.00 0.001
H 1.09209 -5.28361 2.89754 0.00 0.00 0.00 0.000
H 2.48838 -5.92621 2.01870 0.01 0.00 0.01 0.000
H 0.85866 -6.11619 1.35318 0.00 -0.01 -0.01 0.000
C 4.39128 1.41453 -1.50572 -0.02 0.04 0.04 0.030
N 4.10386 2.79135 -2.00175 -0.05 0.04 0.04 0.002
C 5.37098 3.52966 -2.22082 -0.02 0.00 0.00 0.001
C 3.10539 3.60894 -1.15133 0.01 -0.02 -0.04 0.037
C 3.01318 3.10191 0.25222 0.01 -0.11 -0.07 -0.133
C 3.95861 3.58035 1.16193 0.04 0.00 -0.01 -0.003
C 4.07227 3.04146 2.43084 0.00 0.00 0.01 0.023
C 3.23391 1.99466 2.78428 0.00 0.01 0.01 -0.015
C 2.26861 1.55170 1.89210 -0.03 -0.05 -0.04 -0.038
C 2.09482 2.09729 0.60680 -0.10 -0.02 0.27 0.383
H 5.00283 0.92195 -2.25913 -0.03 0.00 0.03 0.002
H 3.45585 0.88047 -1.37441 0.00 0.00 0.03 -0.010
H 4.91646 1.48111 -0.55693 0.01 0.01 0.02 0.001
H 3.65098 2.66308 -2.91762 0.04 0.01 0.05 -0.005
H 5.86069 3.66672 -1.25892 0.01 0.01 -0.01 0.000
H 5.14690 4.49421 -2.66896 0.02 0.00 -0.01 0.000
H 6.00754 2.94970 -2.88508 0.01 0.01 0.01 0.000
H 2.15604 3.53594 -1.67320 -0.06 -0.02 -0.01 -0.021
H 3.47292 4.63328 -1.18568 -0.04 0.00 -0.02 0.004
H 4.61908 4.38880 0.86461 0.00 0.01 0.00 0.000
H 4.80645 3.42522 3.12650 0.01 0.00 0.00 0.002
H 3.31662 1.53323 3.76059 0.00 0.00 0.01 0.000
H 1.62201 0.74003 2.21124 -0.02 0.03 0.00 0.026
```
Positions in Å, forces in eV/Å.

Results
<S²>   6.017
Charge   +1
Multiplicity   5

=====

Record-wise ΔE to the lowest compared entry with this formula, charge and spin values, in eV: 0.252 0.000